Record 1
Formula: C10H10AuCl2O4
Source: the OMol25 dataset
Level of theory: wB97M-V/def2-TZVPD

Electronic energy in eV: -47450.1426
Max |F| in eV/Å: 2.23
Highest occupied orbital energy (alpha / beta) in eV: -5.037 / -5.321
Energy relative to the best compared isomer or geometry (same formula, charge and spin) in kcal per mole: 0.0
<S²>: 2.03

Structure (ORCA input):
```
! wB97M-V def2-TZVPD RIJCOSX def2/J DEFGRID3
* xyz -1 3
C 1.601 0.970 -1.614
C 0.611 2.075 -1.558
C -0.616 1.582 -2.096
H 0.844 3.116 -1.346
C -0.431 0.227 -2.489
C 0.904 -0.173 -2.195
H 1.377 -1.109 -2.489
H 2.673 1.080 -1.497
H -1.520 2.164 -2.260
H -1.168 -0.373 -3.019
Au 0.600 0.625 0.397
Cl 2.073 1.840 1.654
C -1.080 -0.414 1.963
C -2.104 -0.761 1.032
C -2.618 0.435 0.452
H -2.506 -1.766 0.868
C -2.013 1.548 1.076
C -1.042 1.057 2.034
H -0.645 1.637 2.873
H -0.597 -1.089 2.685
H -3.406 0.485 -0.301
H -2.276 2.597 0.921
O 2.303 -4.603 0.757
Cl 2.272 -3.157 0.984
O 2.195 -2.883 2.418
O 3.476 -2.545 0.427
O 1.092 -2.563 0.323
*
```

---

Record 2
Formula: C39H53AsF9N5O2Si2Y
Source: the OMol25 dataset
Level of theory: wB97M-V/def2-TZVPD

Electronic energy in eV: -154946.8578
Max |F| in eV/Å: 1.84
Highest occupied orbital energy in eV: -9.113
Energy relative to the best compared isomer or geometry (same formula, charge and spin) in kcal per mole: 0.0

Structure (ORCA input):
```
! wB97M-V def2-TZVPD RIJCOSX def2/J DEFGRID3
* xyz 1 1
Y -0.226 -0.049 -0.805
C -2.294 2.516 -2.148
C -1.960 2.274 -3.613
C -0.511 2.153 -3.972
C -0.063 2.791 -5.124
C 1.258 2.671 -5.507
C 2.097 1.898 -4.728
C 1.574 1.287 -3.607
N 0.295 1.404 -3.207
N -2.548 1.318 -1.307
C -3.442 0.364 -1.983
C -3.672 -0.870 -1.157
C -4.790 -1.652 -1.400
C -4.977 -2.811 -0.671
C -4.049 -3.135 0.304
C -2.969 -2.295 0.484
N -2.760 -1.181 -0.231
C -3.237 1.759 -0.084
C -2.343 2.180 1.035
C -2.749 3.152 1.942
C -2.025 3.328 3.105
C -0.904 2.540 3.318
C -0.530 1.655 2.329
N -1.231 1.468 1.206
H -1.494 3.086 -1.669
H -3.193 3.143 -2.124
H -2.471 1.395 -4.002
H -2.368 3.115 -4.172
H -0.757 3.382 -5.707
H 1.623 3.174 -6.394
H 3.141 1.762 -4.977
H 2.213 0.675 -2.993
H -4.406 0.830 -2.224
H -2.984 0.034 -2.907
H -5.497 -1.351 -2.164
H -5.834 -3.446 -0.857
H -4.152 -4.024 0.913
H -2.233 -2.522 1.240
H -3.967 2.541 -0.313
H -3.798 0.916 0.312
H -3.638 3.738 1.741
H -2.328 4.068 3.835
H -0.314 2.628 4.221
H 0.373 1.067 2.421
C 2.075 -6.164 5.337
C 1.442 -5.041 4.563
C 1.193 -5.155 3.204
C 0.637 -4.120 2.464
C 0.345 -4.400 1.005
C 0.326 -2.918 3.128
C -0.186 -1.742 2.446
O -0.118 -1.519 1.241
C 0.522 -2.798 4.529
C 0.164 -1.550 5.309
C 1.086 -3.856 5.210
H 2.182 -7.060 4.728
H 1.481 -6.411 6.218
H 3.066 -5.870 5.688
H 1.430 -6.086 2.697
H -0.257 -5.307 0.928
H 1.272 -4.596 0.461
H -0.179 -3.599 0.499
H -0.653 -0.979 3.083
H 0.704 -0.672 4.951
H 0.421 -1.688 6.358
H -0.905 -1.330 5.261
H 1.257 -3.766 6.278
N 1.997 -1.535 -0.578
H 2.100 -2.239 -1.303
H 1.959 -2.024 0.309
H 2.830 -0.955 -0.586
C 3.287 4.660 -0.585
Si 1.540 4.012 -0.429
C 0.667 4.712 -1.925
C 0.736 4.802 1.052
As 1.812 1.697 -0.426
Si 3.058 1.515 1.554
C 2.717 -0.003 2.610
C 4.815 1.334 0.962
C 3.061 2.937 2.755
H 3.295 5.718 -0.870
H 3.806 4.091 -1.361
H 3.867 4.555 0.335
H 1.129 5.685 -2.124
H -0.400 4.884 -1.754
H 0.783 4.106 -2.826
H 1.135 5.819 1.150
H 0.923 4.278 1.988
H -0.349 4.873 0.914
H 2.352 -0.860 2.045
H 1.990 0.215 3.399
H 3.650 -0.300 3.101
H 4.944 0.429 0.359
H 5.531 1.299 1.791
H 5.067 2.181 0.319
H 2.140 2.996 3.344
H 3.212 3.906 2.279
H 3.893 2.767 3.447
F -2.343 -0.987 -4.831
C -2.016 -2.233 -4.470
F -3.106 -2.771 -3.904
F -1.742 -2.919 -5.579
C -0.827 -2.219 -3.454
O -1.030 -1.243 -2.545
C 0.493 -2.006 -4.268
F 0.327 -1.069 -5.205
F 1.471 -1.584 -3.453
F 0.926 -3.122 -4.858
C -0.747 -3.620 -2.761
F 0.470 -3.792 -2.199
F -0.955 -4.634 -3.595
F -1.636 -3.705 -1.771
*
```